No. 1
{"formula": "C2H9N5", "method": "wB97M-V/def2-TZVPD", "homo_energy_ev": -6.5, "molar_mass_g_mol": 103.129, "e_tot_ha": -355.20731, "e_above_lowest_kj_mol": 502.9, "charge": 0, "species": ["C", "C", "N", "N", "N", "N", "N", "H", "H", "H", "H", "H", "H", "H", "H", "H"], "positions_angstrom": [[-0.210, 0.789, 0.612], [-0.148, -0.621, 0.369], [-0.062, 1.679, -0.399], [-2.121, 0.399, 0.819], [-0.240, -1.087, -0.944], [2.025, -0.332, 0.600], [2.453, -0.806, -0.430], [-0.006, 1.149, 1.610], [-0.275, -1.295, 1.206], [0.260, 2.606, -0.171], [-0.207, 1.339, -1.340], [0.709, -1.076, -1.367], [-2.521, 0.584, -0.103], [-2.530, -0.511, 1.030], [-0.630, -2.020, -0.982], [3.502, -0.796, -0.510]], "lowdin_charge": [-0.31, -0.27, 0.11, -0.04, 0.04, -0.04, -0.11, 0.13, 0.12, 0.11, 0.10, 0.05, -0.01, -0.01, 0.09, 0.05]}

***

No. 2
{"formula": "C2H9N5", "method": "wB97M-V/def2-TZVPD", "homo_energy_ev": [-18.1, -18.5], "molar_mass_g_mol": 103.129, "e_tot_ha": -354.48470, "e_above_lowest_kj_mol": 726.5, "charge": 2, "species": ["C", "C", "N", "N", "N", "N", "N", "H", "H", "H", "H", "H", "H", "H", "H", "H"], "positions_angstrom": [[1.501, -0.744, -0.329], [-2.902, 0.344, -0.026], [-0.613, 0.362, -0.265], [2.120, 0.390, -0.054], [1.566, -1.947, 0.219], [1.699, 1.638, 0.120], [-1.615, -0.248, -0.122], [-2.746, 1.549, 0.167], [-3.316, 0.192, -0.982], [-3.580, -0.062, 0.723], [3.076, 0.252, 0.081], [1.017, -2.712, -0.123], [2.388, -2.020, 0.802], [2.340, 2.366, -0.333], [0.753, 1.874, 0.466], [-1.688, -1.235, -0.345]], "lowdin_charge": [0.02, 0.02, 0.25, 0.01, 0.23, 0.14, -0.09, 0.19, 0.10, 0.12, 0.17, 0.15, 0.16, 0.20, 0.13, 0.19]}